Record 1
Formula: C17H34Cl10O4S
Source: the Open Molecules 2025 dataset
Level of theory: wB97M-V/def2-TZVPD

SMILES   COCCCCCC[C@H]1CCS(=O)(=O)O[C@@H]1C.ClCCl.ClCCl.ClCCl.ClCCl.ClCCl
HOMO-LUMO gap   10.19 eV
LUMO   0.31 eV
DFT total energy   -5969.174218 hartree
HOMO energy   -9.872 eV

Each line ends with the Löwdin charge.
Atoms and positions in Å:
C (-2.89, -1.78, 1.12)  -0.1399
O (-1.91, -2.77, 1.28)  -0.2351
C (-1.85, -3.66, 0.17)  -0.2561
C (-0.98, -3.13, -0.96)  -0.1631
C (0.43, -2.74, -0.48)  -0.1966
C (0.77, -1.23, -0.60)  -0.1661
C (1.09, -0.54, 0.74)  -0.1947
C (0.10, 0.54, 1.18)  -0.1612
C (-0.23, 1.64, 0.16)  -0.2728
C (-1.72, 2.02, 0.21)  -0.1549
C (-2.10, 2.88, -0.99)  -0.1888
S (-0.92, 4.19, -1.26)  0.6201
O (-1.58, 5.47, -1.20)  -0.2678
O (-0.14, 3.87, -2.42)  -0.3035
O (-0.03, 4.12, 0.05)  -0.2030
C (0.65, 2.87, 0.39)  -0.3170
C (2.00, 2.81, -0.29)  -0.0310
H (-2.79, -1.07, 1.93)  0.0483
H (-2.77, -1.24, 0.17)  0.0803
H (-3.90, -2.22, 1.14)  0.0742
H (-1.43, -4.60, 0.54)  0.1251
H (-2.87, -3.87, -0.17)  0.0579
H (-0.91, -3.93, -1.70)  0.1115
H (-1.49, -2.29, -1.45)  0.0998
H (1.16, -3.31, -1.04)  0.0833
H (0.52, -3.05, 0.56)  0.0818
H (1.65, -1.14, -1.25)  0.0895
H (-0.05, -0.73, -1.11)  0.0904
H (1.09, -1.31, 1.52)  0.0682
H (2.11, -0.14, 0.74)  0.0812
H (-0.83, 0.05, 1.51)  0.0666
H (0.50, 1.03, 2.07)  0.0895
H (-0.03, 1.28, -0.86)  0.1185
H (-1.96, 2.52, 1.15)  0.1349
H (-2.30, 1.10, 0.17)  0.1052
H (-3.07, 3.38, -0.87)  0.1074
H (-2.11, 2.28, -1.89)  0.1113
H (0.82, 2.98, 1.46)  0.1466
H (2.63, 2.07, 0.22)  0.0873
H (2.51, 3.77, -0.23)  0.0707
H (1.93, 2.54, -1.35)  0.0222
C (-5.64, -5.25, 1.32)  -1.0007
Cl (-5.16, -5.34, -0.38)  0.5243
Cl (-4.26, -5.00, 2.40)  0.5553
H (-6.33, -4.42, 1.44)  0.0240
H (-6.12, -6.19, 1.59)  0.0221
C (1.78, 6.40, -2.64)  -1.0256
Cl (3.28, 5.45, -2.63)  0.5083
Cl (1.93, 7.87, -3.62)  0.5080
H (0.99, 5.78, -3.05)  -0.0031
H (1.55, 6.69, -1.62)  0.0287
C (0.31, -0.09, 4.65)  -0.9967
Cl (1.92, -0.77, 4.42)  0.5231
Cl (-0.96, -1.13, 3.99)  0.5927
H (0.14, 0.04, 5.71)  0.0243
H (0.26, 0.87, 4.13)  0.0081
C (3.22, 0.68, -3.67)  -1.0078
Cl (1.54, 1.23, -3.65)  0.5532
Cl (4.34, 2.05, -3.57)  0.5112
H (3.37, 0.04, -2.81)  0.0119
H (3.40, 0.15, -4.59)  0.0239
C (4.40, -3.57, 0.75)  -1.0031
Cl (3.06, -4.72, 0.85)  0.5339
Cl (4.15, -2.20, 1.85)  0.5181
H (5.31, -4.07, 1.03)  0.0233
H (4.44, -3.18, -0.26)  0.0221

***

Record 2
Formula: C23H22ClN7O3RhS4
Source: the Open Molecules 2025 dataset
Level of theory: wB97M-V/def2-TZVPD

Total charge   +1
HOMO-LUMO gap   6.58 eV
LUMO   -4.10 eV
DFT total energy   -3661.879535 hartree
Energy above the lowest of the compared OMol25 structures with the same formula, charge and spin   45.3 kcal/mol
HOMO energy   -10.678 eV

Each line ends with the Löwdin charge.
Atoms and positions in Å:
Rh (-0.76, -1.23, -0.92)  1.0022
Cl (3.89, -1.64, -1.47)  0.5983
C (2.68, -2.15, -2.67)  -0.4607
C (1.28, -1.96, -2.16)  -0.6824
O (0.40, -1.43, -2.87)  -0.0188
O (0.99, -2.32, -0.95)  -0.1634
H (2.85, -3.20, -2.88)  0.0938
H (2.81, -1.56, -3.58)  0.0907
N (-5.87, 0.13, -0.92)  0.1720
N (-4.77, -0.68, -1.08)  -0.2455
N (-4.86, -1.99, -1.11)  0.1632
C (-3.58, -2.32, -1.19)  -0.1575
N (-2.79, -1.24, -1.23)  -0.1177
N (-3.59, -0.19, -1.12)  0.1285
H (-6.68, -0.37, -1.27)  0.1151
H (-5.69, 1.00, -1.42)  0.1005
H (-3.23, -3.34, -1.29)  0.1275
N (1.43, -0.46, 1.36)  0.1798
C (0.71, -1.53, 1.63)  -0.7114
S (-1.02, -1.51, 1.26)  0.7431
N (1.20, -2.61, 2.21)  0.0932
C (2.58, -2.84, 2.52)  -0.2322
C (3.33, -1.90, 3.21)  -0.0338
C (4.67, -2.17, 3.48)  -0.0584
C (5.24, -3.37, 3.08)  -0.0651
C (4.47, -4.31, 2.41)  -0.0591
C (3.14, -4.05, 2.12)  -0.0141
H (0.99, 0.28, 0.81)  0.0488
H (2.44, -0.52, 1.36)  0.1180
H (0.59, -3.41, 2.20)  0.1393
H (2.88, -0.99, 3.57)  0.1216
H (5.26, -1.44, 4.01)  0.1134
H (6.27, -3.58, 3.30)  0.1121
H (4.90, -5.25, 2.11)  0.1134
H (2.54, -4.78, 1.59)  0.1211
O (-0.19, 0.58, -0.88)  -0.3832
C (-0.76, 1.86, -0.61)  -0.5288
C (0.43, 2.76, -0.94)  -0.5216
C (0.51, 4.12, -0.81)  -0.1466
C (1.76, 4.64, -1.21)  -0.1614
C (2.61, 3.66, -1.64)  -0.3942
S (1.89, 2.12, -1.58)  1.0674
C (-1.89, 2.15, -1.58)  -0.4885
C (-2.08, 1.54, -2.78)  -0.1456
C (-3.22, 2.05, -3.47)  -0.1780
C (-3.84, 3.05, -2.78)  -0.4133
S (-3.06, 3.37, -1.29)  1.0715
C (-1.10, 2.07, 0.86)  -0.4683
C (-2.22, 1.78, 1.59)  -0.1618
C (-2.07, 1.97, 2.98)  -0.1692
C (-0.82, 2.40, 3.31)  -0.3853
S (0.15, 2.62, 1.92)  1.0842
H (-0.30, 4.72, -0.43)  0.1164
H (2.02, 5.68, -1.18)  0.1086
H (3.62, 3.78, -2.01)  0.0700
H (-1.44, 0.77, -3.16)  0.1088
H (-3.53, 1.71, -4.44)  0.1055
H (-4.70, 3.63, -3.08)  0.0672
H (-3.14, 1.46, 1.14)  0.0904
H (-2.85, 1.81, 3.71)  0.1085
H (-0.43, 2.65, 4.28)  0.0718

***

Record 3
Formula: C16H30IrN2OP2
Source: the Open Molecules 2025 dataset
Level of theory: wB97M-V/def2-TZVPD

HOMO-LUMO gap (spin up / spin down)   4.22 / 6.54 eV
LUMO (spin up / spin down)   0.23 / -0.82 eV
DFT total energy   -1599.160283 hartree
Spin multiplicity   6
Energy above the lowest of the compared OMol25 structures with the same formula, charge and spin   26.4 kcal/mol
HOMO energy (spin up / spin down)   -3.988 / -7.364 eV

Each line ends with the Mulliken spin population.
Atoms and positions in Å:
Ir (-1.27, -0.55, 0.68)  2.2306
P (3.20, -0.49, -0.61)  -0.0185
P (-2.75, 0.79, 1.58)  0.1884
N (-1.15, -0.29, -1.07)  0.8537
H (2.75, -0.54, 0.73)  0.0421
C (4.06, -2.02, -1.02)  0.0029
H (4.96, -1.73, -1.60)  0.0010
H (3.38, -2.65, -1.61)  -0.0004
H (4.37, -2.55, -0.11)  -0.0004
C (4.35, 0.87, -0.34)  0.0346
H (5.26, 0.72, -0.92)  0.0033
H (4.59, 0.93, 0.74)  -0.0186
H (3.89, 1.81, -0.65)  -0.0065
C (2.18, -0.05, -2.03)  0.0242
H (2.84, 0.12, -2.89)  0.0030
H (1.60, 0.86, -1.84)  0.0124
H (1.51, -0.88, -2.29)  -0.0062
C (-4.10, -0.24, 2.21)  0.0089
H (-4.98, 0.36, 2.50)  0.0062
H (-3.72, -0.83, 3.05)  -0.0051
H (-4.36, -0.95, 1.42)  0.0042
C (-2.11, 1.88, 2.89)  0.0325
H (-2.90, 2.03, 3.64)  0.0044
H (-1.81, 2.83, 2.45)  0.0003
H (-1.23, 1.42, 3.36)  -0.0026
C (-3.41, 1.94, 0.32)  0.0131
H (-4.35, 2.38, 0.67)  0.0068
H (-3.56, 1.41, -0.62)  0.0089
H (-2.67, 2.72, 0.13)  -0.0061
C (-1.40, -0.08, -2.36)  -0.0709
C (-2.12, -0.86, -4.55)  -0.1050
C (-1.77, -1.14, -3.24)  0.1860
C (-1.43, 1.24, -2.87)  0.2096
C (-1.79, 1.50, -4.17)  -0.0966
C (-2.15, 0.45, -5.03)  0.1987
H (-2.38, -1.69, -5.22)  -0.0043
H (-1.82, -2.13, -2.82)  0.0012
H (-1.20, 2.03, -2.15)  0.0089
H (-1.80, 2.52, -4.54)  -0.0025
H (-2.44, 0.68, -6.06)  0.0148
C (1.56, -0.33, 2.51)  0.6110
O (0.88, 0.06, 1.52)  0.2223
C (2.11, -1.71, 2.68)  -0.0720
H (2.02, -1.94, 3.76)  -0.0077
H (3.19, -1.78, 2.45)  0.0568
H (1.59, -2.46, 2.08)  0.0176
C (1.71, 0.42, 3.80)  0.0413
H (1.24, -0.22, 4.55)  0.0163
H (1.33, 1.45, 3.81)  0.0022
H (2.78, 0.45, 4.05)  0.0345
N (-1.27, -3.47, 1.67)  0.2904
C (-1.36, -2.34, 1.34)  0.0307

***

Record 4
Formula: C4H9N2
Source: the Open Molecules 2025 dataset
Level of theory: wB97M-V/def2-TZVPD

SMILES   C/N=C1\[NH2+][C@H]1C
Total charge   +1
HOMO-LUMO gap   10.00 eV
LUMO   -4.87 eV
DFT total energy   -266.904889 hartree
Energy above the lowest of the compared OMol25 structures with the same formula, charge and spin   122.0 kcal/mol
HOMO energy   -14.867 eV

Each line ends with the Löwdin charge.
Atoms and positions in Å:
C (0.07, -0.58, -0.52)  -0.0872
C (-1.10, -0.53, 1.76)  0.0117
C (0.37, 1.03, -2.45)  -0.1350
C (-0.13, -1.14, 0.76)  -0.1603
N (-0.39, -0.01, -1.80)  0.0875
N (1.06, -0.21, 0.52)  0.1775
H (-2.10, -0.92, 1.74)  0.1013
H (-1.23, 0.51, 1.57)  0.0932
H (-0.69, -0.76, 2.67)  0.0672
H (1.24, 1.43, -1.82)  0.0975
H (0.66, 0.71, -3.41)  0.0619
H (-0.40, 1.91, -2.66)  0.1436
H (0.05, -2.27, 0.87)  0.2011
H (2.07, -0.37, 0.51)  0.1893
H (1.18, 0.71, 0.83)  0.1507

***

Record 5
Formula: C6H12
Source: the Open Molecules 2025 dataset
Level of theory: wB97M-V/def2-TZVPD

SMILES   CCCC1CC1
HOMO-LUMO gap   11.32 eV
LUMO   1.27 eV
DFT total energy   -235.775389 hartree
Energy above the lowest of the compared OMol25 structures with the same formula, charge and spin   26.9 kcal/mol
HOMO energy   -10.053 eV

Each line ends with the Löwdin charge.
Atoms and positions in Å:
C (-0.92, -0.80, -1.67)  -0.1311
C (-0.49, -1.89, -0.73)  -0.1412
C (-1.25, -0.70, -0.20)  -0.2891
C (-0.56, 0.26, 0.77)  -0.1961
C (0.68, 0.90, 0.17)  -0.2896
C (1.61, 1.55, 1.18)  -0.1151
H (-0.17, -0.14, -2.09)  0.0887
H (1.23, 0.13, -0.38)  0.0989
H (-1.70, -1.11, -2.37)  0.0972
H (0.56, -2.04, -0.49)  0.1024
H (-1.06, -2.81, -0.81)  0.0921
H (-2.29, -0.87, 0.06)  0.1263
H (-0.28, -0.28, 1.69)  0.1149
H (-1.26, 1.04, 1.11)  0.1125
H (0.33, 1.63, -0.57)  0.1137
H (1.11, 2.35, 1.74)  0.0739
H (2.48, 1.97, 0.68)  0.0680
H (1.97, 0.81, 1.90)  0.0735